# C20H21BrF4GdN5O4S2

A structure of composition C20H21BrF4GdN5O4S2 at a distorted geometry (wB97M-V/def2-TZVPD, the OMol25 dataset).

Values from the calculation:
* expectation value of S²: 16.023
* gap between HOMO and LUMO (alpha / beta): 7.6 / 4.4 eV
* highest occupied orbital energy (alpha / beta): -0.2727 / -0.2702 Eh
* largest force on an atom: 4.58 eV Å⁻¹
* energy relative to the best compared isomer or geometry (same formula, charge and spin): 65.70 kJ/mol

Structure (ORCA input):
```
! RIJCOSX wB97M-V def2-TZVPD def2/J DEFGRID3
* xyz 0 8
Gd 0.8423 0.3217 0.9170
C 0.9736 3.0153 3.0132
N 0.0011 2.7835 1.9338
C -0.1273 4.0477 1.1969
C -1.3060 2.4394 2.5275
C -2.1679 1.5999 1.5735
N -1.4961 0.3246 1.3754
C -2.1887 -0.8104 1.4337
C -1.4603 -2.0203 1.6162
F -0.0786 -1.8924 1.7159
C -2.0235 -3.2703 1.6723
F -1.2394 -4.3526 1.8138
C -3.3951 -3.4337 1.5756
C -4.1516 -2.2849 1.4004
F -5.4857 -2.4258 1.2721
C -3.5948 -1.0268 1.3155
F -4.4385 0.0089 1.0508
H 0.6184 3.7930 3.7052
H 1.9201 3.3375 2.5781
H 1.1586 2.0932 3.5690
H -0.9365 3.9899 0.4693
H 0.8035 4.2674 0.6714
H -0.3396 4.8780 1.8870
H -1.8526 3.3499 2.8157
H -1.1351 1.8366 3.4272
H -2.3017 2.1187 0.6124
H -3.1499 1.4843 2.0364
H -3.8561 -4.4016 1.6334
O 4.2901 1.9748 -4.7633
C 3.6764 1.5302 -3.6606
C 4.1731 0.5121 -2.8470
C 3.4441 0.1045 -1.7462
N 2.2669 0.6378 -1.4186
C 1.8325 1.6161 -2.1882
Br 0.1567 2.3461 -1.6378
C 2.4592 2.1173 -3.3033
H 5.1053 1.4879 -4.9365
H 5.1192 0.0431 -3.0651
H 3.7989 -0.6656 -1.0668
H 2.0453 2.9259 -3.8813
N -1.9033 -4.1735 -3.1672
C -1.2857 -3.2022 -2.4571
C -0.0975 -3.4349 -1.7482
C 0.5045 -2.4002 -1.0686
N 0.0119 -1.1498 -1.0203
C -1.1167 -0.9303 -1.7093
C -1.7813 -1.8900 -2.4353
H -1.6208 -5.1293 -3.0385
H -2.8351 -4.0085 -3.5082
H 0.3406 -4.4208 -1.7181
H 1.4324 -2.5637 -0.5243
H -1.5156 0.0763 -1.6840
H -2.6852 -1.6355 -2.9685
O 4.0823 0.3878 3.1659
S 2.9823 0.1777 2.2750
O 2.7548 1.2953 1.2811
O 1.6465 0.0205 2.9277
S 3.1277 -1.4201 1.1059
*
```

# C20H21BrGaN6O3

A structure of composition C20H21BrGaN6O3 (wB97M-V/def2-TZVPD, the OMol25 dataset).

Values from the calculation:
* gap between HOMO and LUMO (alpha / beta): 5.3 / 6.7 eV
* highest occupied orbital energy (alpha / beta): -0.5517 / -0.5531 Eh
* largest force on an atom: 0.08 eV Å⁻¹
* energy relative to the best compared isomer or geometry (same formula, charge and spin): 0.00 kJ/mol

Structure (ORCA input):
```
! RIJCOSX wB97M-V def2-TZVPD def2/J DEFGRID3
* xyz 3 1
Ga 1.0475 0.1865 0.1617
C -0.1849 3.3736 -0.1593
O -0.6016 2.1310 0.4442
C -1.8654 2.1316 0.9881
C -2.8713 2.9658 0.5166
C -4.1406 2.9316 1.0803
Br -5.4829 4.0450 0.3915
C -4.4097 2.0974 2.1429
C -3.3901 1.2804 2.6506
C -2.1272 1.2603 2.0408
O -1.1144 0.4365 2.4862
C -3.6897 0.5581 3.8674
N -4.9589 0.3959 4.3122
C -4.8558 -0.2262 5.4777
C -5.8946 -0.6291 6.3724
C -5.5147 -1.2288 7.5318
C -4.1395 -1.4458 7.8306
C -3.0953 -1.0726 6.9725
C -3.4758 -0.4720 5.8053
N -2.7786 0.0345 4.7237
H -0.4425 4.2080 0.4911
H -0.6390 3.5021 -1.1414
H 0.8942 3.3188 -0.2637
H -2.6860 3.6410 -0.3058
H -5.3828 2.0816 2.6110
H -1.3854 -0.4885 2.4126
H -6.9284 -0.4458 6.1152
H -6.2548 -1.5500 8.2507
H -3.8884 -1.9237 8.7686
H -2.0637 -1.2540 7.2391
H -1.7788 0.1375 4.6339
N 10.7192 -11.0332 -7.9378
N 9.8773 -10.4076 -7.1590
H 10.3949 -11.3949 -8.8261
H 11.7101 -10.9841 -7.7354
H 10.1989 -10.0802 -6.2570
H 8.8864 -10.4906 -7.3476
N 3.2858 3.7464 -5.7605
C 2.3302 2.8032 -5.6194
O 1.6902 2.3267 -6.5274
C 2.0822 2.2886 -4.2129
C 3.0356 2.2749 -3.2030
C 2.7086 1.7054 -1.9869
N 1.5013 1.1816 -1.7449
C 0.5803 1.1941 -2.7210
C 0.8341 1.7276 -3.9644
H 3.4281 4.1248 -6.6843
H 3.6569 4.2614 -4.9825
H 4.0330 2.6641 -3.3548
H 3.4342 1.6579 -1.1823
H -0.3828 0.7520 -2.4885
H 0.0947 1.7010 -4.7528
*
```

# C20H21BrO6

An isolated molecule of C20H21BrO6 at a distorted geometry (wB97M-V/def2-TZVPD, the OMol25 dataset).

Values from the calculation:
* SMILES string: C[C@@]12C[C@H](c3ccoc3Br)OC(=O)[C@@H]1CC[C@]1(C)[C@H]2[C@H]2C=C[C@]1(O)C(=O)O2
* gap between HOMO and LUMO: 9.2 eV
* highest occupied orbital energy: -0.3351 Eh
* largest force on an atom: 6.28 eV Å⁻¹
* energy relative to the best compared isomer or geometry (same formula, charge and spin): 42.93 kJ/mol

Structure (ORCA input):
```
! RIJCOSX wB97M-V def2-TZVPD def2/J DEFGRID3
* xyz 0 1
C 0.3893 -1.5117 1.7330
C 0.4859 -0.4609 0.6279
C 0.6056 0.8917 1.4687
C 1.8723 1.7355 1.1508
C 1.8253 3.1869 1.7962
C 2.7062 4.2186 1.3138
C 2.3528 5.2747 2.1457
O 1.3190 5.0118 2.9783
C 1.0247 3.6757 2.8237
Br -0.5280 2.9359 3.8497
O 2.0354 1.8691 -0.2236
C 2.2748 0.6521 -0.8315
O 2.8708 0.4736 -1.8694
C 1.7414 -0.6926 -0.2605
C 1.6283 -1.9640 -1.1928
C 0.1786 -2.3746 -1.4949
C -0.8661 -1.3201 -1.5729
C -0.6654 -0.2963 -2.7226
C -0.8769 -0.4279 -0.2190
C -2.2442 -0.4566 0.6333
C -3.3643 -0.0971 -0.4126
C -3.3411 -0.7799 -1.5859
C -2.3517 -1.9718 -1.6088
O -2.6011 -2.8608 -2.6531
C -2.5846 -2.6226 -0.1843
O -2.7058 -3.8677 -0.1092
O -2.5095 -1.7829 0.9208
H -0.2695 -1.3119 2.5226
H 0.0833 -2.4669 1.2685
H 1.4081 -1.6598 2.1168
H -0.2700 1.5536 1.2614
H 0.4946 0.7253 2.4701
H 2.7378 1.2008 1.6224
H 3.4278 4.0239 0.5132
H 2.9158 6.1446 2.2756
H 2.5253 -0.8245 0.4279
H 2.1808 -2.7242 -0.6669
H 2.1155 -1.8682 -2.0767
H 0.2300 -2.7146 -2.4667
H -0.1281 -3.1745 -0.8776
H -0.8031 -0.9274 -3.6440
H 0.1525 0.2593 -2.7832
H -1.4817 0.4744 -2.5933
H -0.8834 0.5822 -0.5875
H -2.2807 0.2144 1.4323
H -4.1844 0.6095 -0.0381
H -4.0491 -0.7251 -2.3258
H -2.5932 -3.8288 -2.3522
*
```

# C20H21ClCoN2O2

A structure of composition C20H21ClCoN2O2 at a distorted geometry (wB97M-V/def2-TZVPD, the OMol25 dataset).

Values from the calculation:
* expectation value of S²: 3.762
* gap between HOMO and LUMO (alpha / beta): 6.5 / 7.6 eV
* highest occupied orbital energy (alpha / beta): -0.2656 / -0.3074 Eh
* largest force on an atom: 2.05 eV Å⁻¹
* energy relative to the best compared isomer or geometry (same formula, charge and spin): 0.00 kJ/mol

Structure (ORCA input):
```
! RIJCOSX wB97M-V def2-TZVPD def2/J DEFGRID3
* xyz 0 4
C 0.8530 -3.1147 -0.7986
C -0.4372 -3.9433 -0.7213
H 1.0494 -2.8051 -1.8319
H 1.7079 -3.6774 -0.3952
H 0.7687 -2.2168 -0.1695
H -1.2087 -3.5087 -1.3388
H -0.3247 -4.9691 -1.0627
H -0.8678 -3.9602 0.2767
C 1.9763 0.6338 -1.5261
C 2.5816 1.6646 -2.2536
C 1.8665 2.8150 -2.5762
C 0.5626 2.9107 -2.0932
H 2.5394 -0.2413 -1.2231
H 3.6156 1.5399 -2.5584
H 2.2999 3.6402 -3.1364
H -0.0011 3.8294 -2.1953
N 0.6769 0.7063 -1.1493
C -0.0137 1.8597 -1.3617
C -1.3401 1.9676 -0.7580
N -1.7488 0.9151 0.0061
C -2.8931 1.0526 0.7034
C -3.4112 3.1738 -0.3126
C -3.7626 2.1417 0.5453
H -3.1104 0.2298 1.3780
H -4.7017 2.1537 1.0931
C -2.1732 3.0939 -0.9276
H -1.8011 3.9393 -1.5034
H -4.0528 4.0370 -0.4703
Co -0.2745 -0.6754 0.1231
C -1.4730 -1.7855 1.2938
H -2.2959 -2.2631 0.7530
H -1.8937 -1.1677 2.0853
H -0.8765 -2.5499 1.7993
Cl 4.4119 1.2255 7.0379
C 3.5201 1.1621 5.5939
C 3.6022 2.2247 4.6833
C 2.8337 2.1804 3.5248
C 2.0320 1.0808 3.2427
C 1.9775 0.0164 4.1366
C 2.7074 0.0487 5.3244
C 1.1880 1.0449 1.9968
O 0.8592 2.1169 1.4616
O 0.8947 -0.1717 1.6352
H 4.2569 3.0599 4.8871
H 2.8433 3.0011 2.8192
H 1.3780 -0.8510 3.8948
H 2.6527 -0.7675 6.0427
*
```

- energy relative to the best compared isomer or geometry (same formula, charge and spin) of number 3 (C20H21BrO6)?
  42.93 kJ/mol